(1)
104
Properties=species:S:1:pos:R:3 method="wB97M-V/def2-TZVPD" energy_ha=-6349.09270 de_lowest_kcal_mol=85.0 multiplicity=2 total_charge=-1
Ru -0.691 -0.066 0.235
C -0.077 1.539 2.113
C -0.078 2.427 1.005
C -1.427 2.472 0.509
C -2.190 1.598 1.343
C -1.375 1.036 2.346
C -1.814 0.177 3.526
C -3.342 0.122 3.606
C -1.290 -1.260 3.389
C -1.266 0.772 4.830
C -2.114 3.175 -0.677
C -1.653 4.618 -0.916
C -3.629 3.268 -0.413
C -1.904 2.368 -1.976
C 1.200 3.176 0.629
C 1.107 4.666 0.998
C 2.395 2.615 1.420
C 1.554 3.005 -0.854
H 0.760 1.358 2.763
H -3.259 1.472 1.304
H -3.752 -0.379 2.728
H -3.762 1.128 3.668
H -3.653 -0.438 4.491
H -1.672 -1.695 2.467
H -1.625 -1.878 4.230
H -0.202 -1.279 3.347
H -1.693 1.761 5.011
H -0.180 0.873 4.782
H -1.516 0.128 5.676
H -1.739 5.210 -0.002
H -2.289 5.078 -1.675
H -0.631 4.671 -1.282
H -3.829 3.700 0.570
H -4.119 2.296 -0.466
H -4.095 3.904 -1.167
H -0.892 2.484 -2.362
H -2.604 2.695 -2.750
H -2.055 1.303 -1.800
H 0.863 4.777 2.058
H 0.357 5.194 0.420
H 2.072 5.146 0.817
H 2.291 2.813 2.489
H 3.311 3.103 1.082
H 2.502 1.539 1.261
H 0.806 3.438 -1.513
H 1.635 1.946 -1.095
H 2.511 3.485 -1.073
S -1.454 -2.716 -5.217
As 0.601 -2.562 -4.681
S 0.393 -2.250 -2.187
S 0.629 -0.327 -1.750
S 1.338 -0.681 -5.298
O 1.241 -1.419 1.176
P 2.334 -2.325 1.582
N 1.688 -3.717 2.225
C 2.489 -4.829 2.747
C 1.585 -6.058 2.596
C 0.176 -5.459 2.586
C 0.376 -4.195 1.763
N 3.456 -2.812 0.450
C 4.186 -1.733 -0.259
C 4.354 -2.240 -1.698
C 4.133 -3.752 -1.589
C 3.047 -3.839 -0.527
N 3.320 -1.609 2.707
C 2.683 -0.825 3.774
C 3.829 -0.536 4.735
C 4.654 -1.822 4.649
C 4.619 -2.130 3.153
H 2.724 -4.651 3.803
H 3.430 -4.944 2.202
H 1.741 -6.784 3.393
H 1.776 -6.549 1.639
H -0.124 -5.196 3.604
H -0.571 -6.124 2.154
H -0.378 -3.430 1.941
H 0.379 -4.433 0.691
H 5.152 -1.574 0.230
H 3.630 -0.793 -0.231
H 5.334 -1.985 -2.099
H 3.592 -1.805 -2.346
H 5.042 -4.251 -1.241
H 3.815 -4.198 -2.530
H 2.989 -4.818 -0.045
H 2.082 -3.604 -0.981
H 1.896 -1.402 4.278
H 2.230 0.074 3.356
H 3.480 -0.310 5.742
H 4.419 0.306 4.366
H 4.160 -2.618 5.212
H 5.671 -1.709 5.023
H 4.731 -3.190 2.930
H 5.426 -1.592 2.643
Cl -6.230 -0.549 0.310
C -4.677 -1.313 0.191
C -4.466 -2.561 0.757
C -3.217 -3.126 0.568
C -2.244 -2.420 -0.119
N -2.437 -1.185 -0.610
C -3.663 -0.666 -0.481
H -5.249 -3.068 1.304
H -2.995 -4.114 0.950
H -1.280 -2.861 -0.339
H -3.840 0.287 -0.960

---

(2)
20
Properties=species:S:1:pos:R:3 method="wB97M-V/def2-TZVPD" energy_ha=-688.37480 de_lowest_kcal_mol=8.7 smiles=CSCCCN.O
C -1.680 -0.690 -2.131
S -0.825 -2.105 -1.388
C -0.075 -1.303 0.051
C 1.028 -0.334 -0.290
C 1.799 0.153 0.918
N 0.927 0.965 1.808
H -1.758 0.192 -1.505
H -1.226 -0.467 -3.104
H -2.647 -1.084 -2.462
H -0.880 -0.823 0.612
H 0.373 -2.098 0.652
H 1.739 -0.896 -0.902
H 0.728 0.473 -0.958
H 2.591 0.814 0.574
H 2.170 -0.703 1.489
H 0.379 0.322 2.378
H 1.456 1.458 2.502
O -1.649 1.845 0.387
H -0.863 1.486 0.830
H -1.586 2.796 0.541

---

(3)
92
Properties=species:S:1:pos:R:3 method="wB97M-V/def2-TZVPD" energy_ha=-4624.63897 total_charge=+1
C 1.780 -0.616 4.642
C 1.431 -0.481 3.093
C 0.040 -1.273 2.893
N -0.985 -0.244 2.549
C -1.776 0.363 3.536
C -2.585 1.310 2.809
C -3.573 2.220 3.595
C -4.934 2.506 2.884
O -5.452 3.574 3.100
O -5.596 1.604 2.070
N -2.274 1.238 1.447
N -2.824 2.016 0.447
C -1.296 0.280 1.328
C -0.551 -0.246 0.071
C -0.293 0.823 -1.041
O -0.421 0.530 -2.184
Br 0.289 2.631 -0.572
O 2.444 -1.170 2.357
C 3.371 -0.276 1.715
C 3.946 0.847 2.635
C 3.433 2.209 2.396
C 3.848 3.349 3.207
C 4.803 3.089 4.288
C 5.337 1.747 4.519
C 4.915 0.598 3.710
H 2.419 -1.514 4.847
H 2.366 0.282 4.990
H 0.866 -0.670 5.291
H 1.255 0.579 2.779
H -0.265 -1.761 3.848
H 0.147 -2.042 2.089
H -1.825 0.220 4.632
H -3.142 3.203 3.915
H -3.819 1.664 4.547
H -6.170 2.169 1.507
H -2.713 1.560 -0.465
H -3.832 2.142 0.569
H -1.057 -1.176 -0.318
H 0.466 -0.595 0.422
H 2.917 0.192 0.797
H 4.257 -0.878 1.359
H 2.689 2.396 1.577
H 3.414 4.344 2.972
H 5.113 3.952 4.917
H 6.087 1.563 5.328
H 5.292 -0.436 3.898
C -2.020 1.832 -4.503
O -2.337 3.134 -4.946
C -3.278 3.774 -4.100
C -3.217 5.282 -4.278
O -2.132 5.886 -3.578
C -0.836 5.690 -4.142
C -0.601 6.508 -5.401
O -1.201 5.874 -6.522
C -1.409 6.772 -7.595
H -2.915 1.199 -4.498
H -1.288 1.404 -5.188
H -1.579 1.867 -3.505
H -3.079 3.523 -3.049
H -4.277 3.412 -4.377
H -4.120 5.709 -3.833
H -3.216 5.567 -5.331
H -0.629 4.630 -4.301
H -0.136 6.042 -3.379
H 0.476 6.580 -5.595
H -1.015 7.514 -5.265
H -2.079 7.584 -7.291
H -1.883 6.223 -8.409
H -0.457 7.181 -7.948
C 1.386 -3.696 -0.665
O 1.541 -4.940 -0.024
C 0.793 -5.022 1.181
C 0.562 -6.472 1.570
O -0.492 -7.089 0.840
C -0.205 -7.422 -0.518
C 0.719 -8.620 -0.658
O 2.071 -8.230 -0.451
C 2.898 -9.329 -0.124
H 1.744 -2.885 -0.018
H 1.975 -3.706 -1.581
H 0.334 -3.531 -0.931
H -0.177 -4.518 1.062
H 1.370 -4.517 1.967
H 0.238 -6.491 2.615
H 1.481 -7.059 1.512
H 0.167 -6.556 -1.067
H -1.169 -7.690 -0.957
H 0.640 -9.026 -1.674
H 0.429 -9.390 0.066
H 2.557 -9.804 0.803
H 3.910 -8.956 0.034
H 2.912 -10.060 -0.939

---

(4)
14
Properties=species:S:1:pos:R:3 method="wB97M-V/def2-TZVPD" energy_ha=-365.95192 de_lowest_kcal_mol=16.7 smiles="[H]/N=C/NC(=C)CF"
H -3.559 -0.505 0.207
N -2.744 -1.069 -0.020
C -1.787 -0.255 -0.040
N -0.476 -0.600 -0.330
C 0.587 0.204 -0.005
C 0.562 1.484 -0.287
C 1.849 -0.471 0.394
F 2.148 -1.526 -0.421
H -1.925 0.822 0.158
H -0.246 -1.587 -0.523
H 1.477 2.095 -0.137
H -0.259 1.956 -0.773
H 1.741 -0.822 1.450
H 2.632 0.274 0.326

---

(5)
8
Properties=species:S:1:pos:R:3 method="wB97M-V/def2-TZVPD" energy_ha=-263.08238 de_lowest_kcal_mol=1.7 smiles="C=C(C#N)C#N"
C -0.028 1.718 -0.001
C -0.003 0.388 0.005
C 1.247 -0.342 0.020
N 2.253 -0.908 -0.013
C -1.222 -0.379 0.004
N -2.240 -0.928 -0.007
H -0.961 2.282 -0.008
H 0.904 2.259 -0.027